1.
The following is a quantum chemistry calculation of a 2-piece molecular cluster, C5H12N2O overall at a distorted geometry, from the Open Molecules 2025 dataset.

Bonds (Å) are listed after each position.
Atoms and positions in Å:
1 C 1.367 -0.706 -1.805  N4 1.480, H5 1.094, H6 1.085, H7 1.094
2 N 0.880 2.018 -1.733  C3 1.367, H8 1.005, H9 1.007
3 C -0.127 1.094 -1.744  N2 1.367, N4 1.289, H10 1.087
4 N 0.003 -0.178 -1.581  C1 1.480, C3 1.289
5 H 1.674 -0.633 -2.853  C1 1.094
6 H 1.358 -1.770 -1.593  C1 1.085
7 H 2.165 -0.179 -1.273  C1 1.094
8 H 0.606 2.975 -1.591  N2 1.005
9 H 1.729 1.800 -1.239  N2 1.007
10 H -1.118 1.506 -1.917  C3 1.087
11 C -1.375 -1.951 1.958  C12 1.392, H15 1.083, H16 1.085
12 C -0.596 -0.836 1.665  C11 1.392, O13 1.316, C14 1.494
13 O 0.508 -0.978 0.960  C12 1.316, H17 1.024
14 C -0.981 0.556 2.047  C12 1.494, H18 1.087, H19 1.095, H20 1.088
15 H -1.998 -1.934 2.844  C11 1.083
16 H -1.212 -2.847 1.368  C11 1.085
17 H 0.276 -0.604 0.035  O13 1.024
18 H -1.817 0.556 2.742  C14 1.087
19 H -0.133 1.005 2.576  C14 1.095
20 H -1.208 1.105 1.135  C14 1.088

Summary:
Total charge = +1
HOMO level (spin up / spin down) = -13.1 / -13.1 eV
Lowest unoccupied orbital energy (spin up / spin down) = -4.15 / -7.79 eV
2S+1 = 2
Strongest force on any atom = 1.882 eV/A
Electronic energy = -10397.582 eV


2.
The following is a quantum chemistry calculation of a 2-piece molecular cluster, C2H9NOS2 overall at a distorted geometry, from the Open Molecules 2025 dataset.

Bonds (Å) are listed after each position.
Atoms and positions in Å:
1 C 3.041 -0.387 -0.744  S2 1.803, H4 1.092, H5 1.090, H6 1.088
2 S 3.073 1.354 -0.276  C1 1.803, S3 2.139
3 S 1.051 1.509 0.405  S2 2.139, H7 1.337
4 H 3.965 -0.938 -0.558  C1 1.092
5 H 2.333 -0.925 -0.114  C1 1.090
6 H 2.735 -0.514 -1.781  C1 1.088
7 H 1.427 1.371 1.681  S3 1.337
8 N -2.381 0.537 0.965  C9 1.466, H11 1.002, H12 1.005
9 C -2.460 -0.684 0.157  N8 1.466, O10 1.427, H13 1.088, H14 1.083
10 O -1.279 -0.960 -0.595  C9 1.427, H15 0.965
11 H -1.448 0.609 1.321  N8 1.002
12 H -2.913 1.281 0.547  N8 1.005
13 H -3.242 -0.486 -0.573  C9 1.088
14 H -2.669 -1.543 0.783  C9 1.083
15 H -1.234 -0.224 -1.219  O10 0.965

Summary:
Total charge = 0
HOMO level = -9.2 eV
Lowest unoccupied orbital energy = 0.33 eV
Strongest force on any atom = 2.183 eV/A
SMILES = CSS.NCO
Electronic energy = -27427.272 eV


3.
The following is a quantum chemistry calculation of a 3-piece molecular cluster, CH9N4S overall at a distorted geometry, from the Open Molecules 2025 dataset.

Bonds (Å) are listed after each position.
Atoms and positions in Å:
1 C -0.245 -1.158 0.654  N2 1.323, N3 1.275
2 N -0.048 -2.234 1.397  C1 1.323, H7 1.011, H8 1.010
3 N -0.837 -0.833 -0.428  C1 1.275, H9 1.054, H10 0.956
4 N 2.178 0.751 0.650  S6 1.651, H11 1.019, H12 1.023
5 N -1.314 1.611 -1.575  H13 1.095, H14 1.004, H15 1.009
6 S 0.767 1.042 1.457  N4 1.651
7 H 0.512 -2.164 2.236  N2 1.011
8 H -0.153 -3.214 1.174  N2 1.010
9 H -0.940 0.133 -0.836  N3 1.054
10 H -1.056 -1.568 -0.998  N3 0.956
11 H 2.619 1.486 0.098  N4 1.019
12 H 2.954 0.385 1.207  N4 1.023
13 H -1.924 1.500 -2.477  N5 1.095
14 H -1.878 1.926 -0.807  N5 1.004
15 H -0.635 2.336 -1.752  N5 1.009

Summary:
Total charge = +1
HOMO level (spin up / spin down) = -12.9 / -12.9 eV
Lowest unoccupied orbital energy (spin up / spin down) = -5.02 / -5.03 eV
Strongest force on any atom = 4.789 eV/A
Electronic energy = -17970.316 eV